No. 1
Molecular formula: C4H12N2OS
Method: DFT, ωB97M-V with the def2-TZVPD basis set

Values from the calculation:
SMILES = C[NH2+]/C(O)=C(\S)[NH2+]C
energy relative to the best compared isomer or geometry (same formula, charge and spin) = 0.0 kcal per mole
DFT total energy = -20185.54121 eV
total charge = +2

The geometry in XYZ format:
```
20
C4H12N2OS ωB97M-V with the def2-TZVPD basis set
C -0.081 0.900 -0.279
C 0.234 -0.342 -0.740
C 0.681 1.755 1.930
C -1.219 -2.530 -0.438
N 0.910 1.790 0.426
N -0.547 -1.406 -1.285
O -1.369 1.197 -0.368
S 1.928 -0.897 -0.296
H -0.457 1.768 2.296
H 1.012 0.752 2.386
H 1.147 2.740 2.340
H -1.424 -2.199 0.677
H -2.123 -2.903 -0.913
H -0.633 -3.328 -0.459
H 1.751 1.310 0.113
H 0.829 2.834 0.063
H 0.034 -1.795 -2.012
H -1.302 -0.910 -1.920
H -1.837 1.943 -0.008
H 2.465 -0.677 -1.514
```

***

No. 2
Molecular formula: C4H12N2OSi
Method: DFT, ωB97M-V with the def2-TZVPD basis set

Values from the calculation:
energy relative to the best compared isomer or geometry (same formula, charge and spin) = 163.9 kcal per mole
DFT total energy = -17242.70001 eV

The geometry in XYZ format:
```
20
C4H12N2OSi ωB97M-V with the def2-TZVPD basis set
C 0.716 1.822 -0.058
C 0.255 -0.755 -1.638
C 2.254 -0.869 0.973
C -0.594 -0.488 1.283
N -2.407 0.047 -0.014
N -2.846 1.105 -0.445
O -2.736 -1.104 -0.323
Si 0.795 -0.046 0.041
H -0.229 2.159 0.479
H 1.454 2.138 0.643
H 0.795 2.334 -0.948
H -0.606 -0.137 -1.918
H 0.977 -0.650 -2.392
H -0.278 -1.702 -1.587
H 2.278 -1.859 1.557
H 3.025 -1.216 0.337
H 2.579 -0.129 1.629
H -0.982 -1.554 1.488
H -1.025 0.012 2.091
H -3.424 0.891 -1.198
```

***

No. 3
Molecular formula: C4H12N2S
Method: DFT, ωB97M-V with the def2-TZVPD basis set

Values from the calculation:
energy relative to the best compared isomer or geometry (same formula, charge and spin) = 163.0 kcal per mole
DFT total energy = -18150.94977 eV

The geometry in XYZ format:
```
19
C4H12N2S ωB97M-V with the def2-TZVPD basis set
C 0.419 1.115 0.558
N -0.970 1.268 0.429
C -1.562 0.272 -0.529
C -0.713 -0.295 -1.669
S 0.379 -1.662 -1.095
C 0.751 -0.015 1.656
N -0.220 0.470 2.663
H 1.033 0.825 -0.311
H 0.861 2.053 0.936
H 2.459 -2.161 -2.935
H -2.439 0.722 -0.977
H -2.000 -0.552 0.059
H -1.462 -0.624 -2.395
H -0.080 0.468 -2.181
H 1.761 0.186 1.957
H 0.333 -0.935 1.378
H -0.453 -0.256 3.350
H 2.943 -1.579 -2.854
H -1.041 0.701 1.960
```

***

No. 4
Molecular formula: C4H12N2S
Method: DFT, ωB97M-V with the def2-TZVPD basis set

Values from the calculation:
energy relative to the best compared isomer or geometry (same formula, charge and spin) = 75.5 kcal per mole
DFT total energy = -18154.74666 eV

The geometry in XYZ format:
```
19
C4H12N2S ωB97M-V with the def2-TZVPD basis set
N -1.649 1.234 -0.308
C -0.461 0.411 -0.143
C 0.616 1.009 0.754
C 2.019 0.439 0.471
S 2.558 0.422 -1.248
C -0.887 -1.008 0.366
N -1.678 -1.905 -0.432
H -1.815 1.391 -1.298
H -1.581 2.156 0.110
H 0.029 0.158 -1.101
H 0.653 2.099 0.651
H 0.266 0.856 1.789
H 2.705 1.019 1.088
H 2.073 -0.595 0.851
H 1.431 -1.330 -1.433
H 0.150 -1.401 0.498
H -1.180 -0.938 1.429
H -1.054 -2.572 -0.867
H -2.193 -1.445 -1.176
```

***

No. 5
Molecular formula: C4H12N2S
Method: DFT, ωB97M-V with the def2-TZVPD basis set

Values from the calculation:
SMILES = CNC[C@H](N)CS
energy relative to the best compared isomer or geometry (same formula, charge and spin) = 12.8 kcal per mole
DFT total energy = -18157.46452 eV

The geometry in XYZ format:
```
19
C4H12N2S ωB97M-V with the def2-TZVPD basis set
N 0.907 -1.356 0.051
C -0.008 -0.376 -0.527
C -0.048 -0.253 -2.059
S 0.151 -1.814 -2.991
C 0.107 1.018 0.094
N 0.263 0.937 1.531
C -1.001 0.615 2.227
H 1.725 -1.561 -0.517
H 1.317 -0.913 0.872
H -1.009 -0.749 -0.275
H 0.767 0.399 -2.384
H -1.026 0.119 -2.352
H 1.070 -2.385 -2.212
H 0.941 1.559 -0.322
H -0.812 1.525 -0.179
H 0.554 1.833 1.906
H -1.127 -0.475 2.164
H -0.924 0.826 3.290
H -1.846 1.051 1.682
```

***

No. 6
Molecular formula: C4H12N2S
Method: DFT, ωB97M-V with the def2-TZVPD basis set

Values from the calculation:
energy relative to the best compared isomer or geometry (same formula, charge and spin) = 45.6 kcal per mole
DFT total energy = -18156.03957 eV

The geometry in XYZ format:
```
19
C4H12N2S ωB97M-V with the def2-TZVPD basis set
C 2.846 0.371 1.175
C 1.542 0.510 0.498
S 0.095 0.676 1.673
H 2.843 -0.361 1.994
H 3.095 1.398 1.538
H 3.689 0.061 0.451
H 1.371 -0.416 -0.109
H 1.481 1.387 -0.157
C -2.021 1.232 -1.025
N -1.072 -2.216 -0.241
C -1.764 -1.061 -0.179
N -1.698 -0.211 -1.196
H -1.025 1.645 -0.858
H -2.675 1.470 -0.191
H -2.454 1.637 -1.925
H -0.408 -2.346 -0.992
H -0.838 -2.679 0.641
H -2.078 -0.696 0.782
H -0.929 -0.401 -1.877
```